DFT (wB97M-V/def2-TZVPD) results for an isolated molecule of C6H8 in a non-equilibrium geometry.

Its SMILES is C=C1CC12CC2. The relative energy (zero: lowest compared OMol25 entry of this formula, charge and spin) is 89.65 kcal/mol. As for the HOMO energy: -8.1883 eV. The value obtained for the molar mass is 80.1 g mol⁻¹. The calculation puts the HOMO-LUMO gap at 9.22 eV.

Element x y z (Å)
C  1.94  -1.06  -0.64
C  1.09  -0.55  0.26
C  0.85  0.56  1.17
C  -0.21  0.22  0.13
C  -1.70  0.26  0.44
C  -1.23  0.29  -0.98
H  2.96  -1.44  -0.57
H  1.52  -1.01  -1.64
H  0.42  0.28  2.12
H  1.51  1.41  1.15
H  -2.11  1.22  0.78
H  -2.23  -0.58  0.88
H  -1.32  -0.70  -1.46
H  -1.48  1.11  -1.65

***

DFT (wB97M-V/def2-TZVPD) results for an isolated molecule of C6H8 in a non-equilibrium geometry.

The relative energy (zero: lowest compared OMol25 entry of this formula, charge and spin) is 137.77 kcal/mol. As for the HOMO energy (alpha / beta): -8.5700 / -8.4282 eV. The value obtained for the molar mass is 80.1 g mol⁻¹. The calculation puts the HOMO-LUMO gap (alpha / beta) at 8.47 / 8.21 eV.

Element x y z (Å)
C  -0.19  0.90  -2.13
C  -1.23  0.73  -1.39
C  -1.23  -0.31  -0.38
C  0.21  -0.44  0.15
C  0.39  -0.76  1.59
C  1.17  0.35  0.97
H  0.10  1.50  -2.98
H  -1.90  -0.20  0.48
H  -1.49  -1.26  -0.87
H  0.56  0.11  -1.58
H  0.85  -1.67  1.97
H  -0.49  -0.46  2.15
H  1.06  1.39  1.30
H  2.21  0.10  0.74

***

DFT (wB97M-V/def2-TZVPD) results for a structure of composition C6H8 in a non-equilibrium geometry.

The relative energy (zero: lowest compared OMol25 entry of this formula, charge and spin) is 77.28 kcal/mol. As for the HOMO energy: -8.4407 eV. The value obtained for the molar mass is 80.1 g mol⁻¹. The calculation puts the HOMO-LUMO gap at 9.59 eV.

Element x y z (Å)
C  -1.18  0.07  0.21
C  -0.08  -1.09  0.13
C  0.21  -0.34  -1.20
C  -0.25  0.82  -0.46
C  0.79  0.96  0.59
C  0.89  -0.35  1.02
H  -2.05  -0.33  -0.42
H  -1.15  0.48  1.29
H  -0.30  -2.15  0.39
H  1.25  -0.33  -1.50
H  -0.33  -0.53  -2.06
H  -0.73  1.74  -0.71
H  1.42  1.76  0.87
H  1.50  -0.72  1.85

***

DFT (wB97M-V/def2-TZVPD) results for a cluster of 2 separate species, C6H8 in total.

Its SMILES is C1=CC1.C=C=C. The relative energy (zero: lowest compared OMol25 entry of this formula, charge and spin) is 98.29 kcal/mol. As for the HOMO energy: -9.0609 eV. The value obtained for the molar mass is 80.1 g mol⁻¹. The calculation puts the HOMO-LUMO gap at 10.25 eV.

Element x y z (Å)
C  -0.88  -0.39  -1.00
C  0.30  -0.66  -1.45
C  -0.26  -1.63  -0.45
H  -1.80  0.15  -1.13
H  1.05  -0.47  -2.19
H  -0.62  -2.59  -0.81
H  0.12  -1.66  0.58
C  1.58  0.97  0.75
C  0.36  1.18  1.13
C  -0.95  1.16  1.17
H  2.51  1.31  1.19
H  1.62  0.35  -0.16
H  -1.49  0.37  1.70
H  -1.54  1.91  0.66

***

DFT (wB97M-V/def2-TZVPD) results for an isolated molecule of C6H8.

Its SMILES is C#C[C@@H]1C[C@@H]1C. The relative energy (zero: lowest compared OMol25 entry of this formula, charge and spin) is 41.83 kcal/mol. As for the HOMO energy: -9.3837 eV. The value obtained for the molar mass is 80.1 g mol⁻¹. The calculation puts the HOMO-LUMO gap at 10.57 eV.

Element x y z (Å)
C  2.37  0.80  -0.21
C  1.59  -0.03  0.19
C  0.49  -0.86  0.63
C  -0.47  -1.42  -0.39
C  -0.89  -0.23  0.43
C  -0.99  1.16  -0.18
H  3.03  1.55  -0.58
H  0.65  -1.44  1.53
H  -0.23  -1.25  -1.44
H  -0.91  -2.39  -0.18
H  -1.59  -0.44  1.23
H  -1.06  1.10  -1.27
H  -0.10  1.75  0.06
H  -1.87  1.69  0.20

***

DFT (wB97M-V/def2-TZVPD) results for an isolated molecule of C6H8 in a non-equilibrium geometry.

The relative energy (zero: lowest compared OMol25 entry of this formula, charge and spin) is 102.35 kcal/mol. As for the HOMO energy: -9.6507 eV. The value obtained for the molar mass is 80.1 g mol⁻¹. The calculation puts the HOMO-LUMO gap at 9.78 eV.

Element x y z (Å)
C  -0.39  1.30  0.30
C  -0.85  2.49  0.31
C  0.62  0.42  -0.48
C  -0.54  -0.27  0.28
C  1.96  0.18  0.14
C  -1.77  -0.91  -0.18
H  0.55  0.61  -1.52
H  -0.16  -0.57  1.30
H  2.11  0.71  0.98
H  2.77  0.40  -0.53
H  1.94  -0.84  0.32
H  -2.40  -0.48  -1.02
H  -2.40  -1.17  0.66
H  -1.43  -1.87  -0.57